1.
ORCA calculation (ωB97M-V/def2-TZVPD) on a cluster of 9 separate species, C8H12BCl24O2P in total in a non-equilibrium geometry.

Results
frontier orbital gap = 8.71 eV
total energy = -323089.5709 eV
HOMO energy = -8.5 eV
SMILES = ClC(Cl)Cl.ClC(Cl)Cl.ClC(Cl)Cl.ClC(Cl)Cl.ClC(Cl)Cl.ClC(Cl)Cl.ClC(Cl)Cl.ClC(Cl)Cl.OB(O)P

Structure (ORCA input):
```
! wB97M-V def2-TZVPD RIJCOSX def2/J DEFGRID3
* xyz 0 1
O 4.0216 1.2451 -3.7134
B 3.6680 2.5676 -3.7724
O 4.6805 3.4646 -3.6897
P 1.8458 3.2246 -3.8731
H 3.9419 0.8254 -4.5824
H 4.4525 4.2524 -4.2058
H 1.3453 3.0367 -5.1718
H 1.1488 2.3830 -2.9944
C -1.8483 1.0662 -1.6561
Cl -0.1258 0.6984 -1.5764
Cl -2.1261 2.7883 -1.3975
Cl -2.5332 0.5450 -3.1975
H -2.3435 0.5214 -0.8650
C 3.8275 6.4971 -1.0246
Cl 2.8517 7.9076 -1.4505
Cl 4.5475 6.7057 0.5710
Cl 2.8640 5.0268 -1.1057
H 4.6283 6.4125 -1.7453
C 1.8207 0.7599 2.1472
Cl 2.8853 1.5655 3.2996
Cl 0.2393 1.5369 2.1044
Cl 2.5483 0.7296 0.5405
H 1.6845 -0.2619 2.4733
C -3.0527 -1.3159 1.9450
Cl -4.2298 -0.2821 1.1240
Cl -1.4676 -1.1782 1.1835
Cl -2.9598 -0.9222 3.6601
H -3.3717 -2.3481 1.8522
C 4.7108 10.2346 3.2213
Cl 6.4267 9.8409 3.3485
Cl 4.4456 11.9615 3.4760
Cl 4.0659 9.7130 1.6677
H 4.1868 9.6983 3.9990
C -1.6971 -5.3190 2.1983
Cl -0.6980 -4.4613 3.3701
Cl -3.3294 -4.6302 2.1576
Cl -0.9651 -5.2726 0.5995
H -1.7789 -6.3506 2.5120
C -2.3400 -8.3643 -1.9378
Cl -2.7931 -8.4154 -0.2346
Cl -3.2525 -7.1148 -2.7834
Cl -0.6039 -8.1070 -2.1239
H -2.5869 -9.3191 -2.3789
C -6.6318 -8.2424 1.6392
Cl -6.8801 -8.6508 -0.0584
Cl -6.6684 -9.6914 2.6441
Cl -5.1152 -7.3657 1.8527
H -7.4384 -7.5954 1.9518
*
```

Want to see where the charge sits? The natural (NBO) charges in e are:
1 O -0.9302
2 B 0.8992
3 O -0.8824
4 P -0.1743
5 H 0.5078
6 H 0.4981
7 H 0.0314
8 H 0.0360
9 C -0.2873
10 Cl 0.0234
11 Cl 0.0192
12 Cl 0.0132
13 H 0.2356
14 C -0.2843
15 Cl 0.0106
16 Cl 0.0216
17 Cl 0.0309
18 H 0.2249
19 C -0.2856
20 Cl 0.0205
21 Cl 0.0232
22 Cl 0.0199
23 H 0.2266
24 C -0.2912
25 Cl 0.0074
26 Cl 0.0098
27 Cl 0.0206
28 H 0.2386
29 C -0.2866
30 Cl 0.0149
31 Cl 0.0152
32 Cl 0.0283
33 H 0.2261
34 C -0.2833
35 Cl 0.0276
36 Cl 0.0072
37 Cl 0.0376
38 H 0.2324
39 C -0.2848
40 Cl 0.0141
41 Cl 0.0219
42 Cl 0.0185
43 H 0.2283
44 C -0.2838
45 Cl 0.0214
46 Cl 0.0208
47 Cl 0.0127
48 H 0.2283


2.
ORCA calculation (ωB97M-V/def2-TZVPD) on a structure of composition C8H12BF16N2O12S4Tl in a non-equilibrium geometry.

Results
frontier orbital gap = 1.37 eV
total energy = -128219.2927 eV
HOMO energy = -10.2 eV

Structure (ORCA input):
```
! wB97M-V def2-TZVPD RIJCOSX def2/J DEFGRID3
* xyz 0 1
Tl -7.4953 2.4032 19.5391
B -9.7497 6.9937 16.1071
F -8.4983 7.5203 16.2167
F -10.5598 7.5339 17.0900
F -10.2198 7.2384 14.8368
F -9.6265 5.6419 16.4994
C -6.5181 7.9184 23.4964
F -7.5354 8.3327 22.7362
F -5.6432 8.8796 23.6269
F -6.8394 7.4282 24.6142
S -5.5278 6.5434 22.5675
O -6.1786 6.3268 21.2709
O -4.1483 7.0321 22.5830
N -5.9016 5.0579 23.2877
S -4.9303 4.8955 24.5106
O -3.8143 4.0527 24.0794
O -4.5946 6.0829 25.3566
C -6.0661 3.7855 25.7598
F -6.4710 2.6590 25.0486
F -5.3922 3.4815 26.9095
F -7.2102 4.4803 26.0448
C -8.7403 0.8352 13.0847
F -8.4501 0.1968 11.9457
F -7.9372 1.8945 13.4464
F -9.9876 1.2229 12.9475
S -8.6719 -0.4131 14.6626
O -8.9684 -1.7411 14.1798
O -7.3440 -0.1695 15.1982
N -9.6723 0.3170 15.8834
S -10.9423 -0.5398 15.8046
O -11.6223 -0.7327 14.4985
O -10.9620 -1.6580 16.7773
C -12.1456 0.6810 16.6861
F -13.3910 0.2942 16.2922
F -12.0204 0.4926 18.0385
F -11.8595 1.9126 16.4550
C -3.3318 4.0869 16.1327
C -2.5819 4.0048 17.4872
O -2.8319 2.9167 18.3873
O -4.7704 4.0803 16.4121
H -2.9660 3.2370 15.5567
H -3.0699 4.9736 15.5554
H -2.7850 4.8895 18.0907
H -1.5012 4.0549 17.3538
H -2.0542 2.3658 18.5023
H -5.1542 4.4597 15.6182
C -7.1550 -3.1056 20.8763
C -5.7178 -2.6636 20.8055
O -5.4888 -1.6240 19.9679
O -7.8668 -1.9347 21.2291
H -7.3696 -3.8215 21.6698
H -7.4774 -3.5715 19.9451
H -5.0176 -3.4074 20.4252
H -5.3460 -2.2473 21.7417
H -5.1724 -2.0239 19.1546
H -8.7507 -2.1093 21.5606
*
```

Want to see where the charge sits? The natural (NBO) charges in e are:
1 Tl 0.9791
2 B 1.3171
3 F -0.4980
4 F -0.4888
5 F -0.5315
6 F -0.4921
7 C 0.8255
8 F -0.2782
9 F -0.2773
10 F -0.2732
11 S 2.0321
12 O -0.8802
13 O -0.8331
14 N -0.8917
15 S 2.0774
16 O -0.7705
17 O -0.7951
18 C 0.7966
19 F -0.3236
20 F -0.2909
21 F -0.3106
22 C 0.8317
23 F -0.2805
24 F -0.2938
25 F -0.2939
26 S 2.0366
27 O -0.8427
28 O -0.8906
29 N -0.8731
30 S 2.0752
31 O -0.7498
32 O -0.7596
33 C 0.7767
34 F -0.2978
35 F -0.3233
36 F -0.2714
37 C -0.0964
38 C -0.0861
39 O -0.7202
40 O -0.7091
41 H 0.1701
42 H 0.1881
43 H 0.1836
44 H 0.1727
45 H 0.4770
46 H 0.4790
47 C -0.0917
48 C -0.0804
49 O -0.7108
50 O -0.7386
51 H 0.1748
52 H 0.1640
53 H 0.1646
54 H 0.1781
55 H 0.4677
56 H 0.4771


3.
ORCA calculation (ωB97M-V/def2-TZVPD) on a cluster of 2 separate species, C8H12BrN2S in total in a non-equilibrium geometry.

Results
frontier orbital gap (spin up / spin down) = 7.81 / 8.11 eV
total energy = -92334.5917 eV
HOMO energy (spin up / spin down) = -12.4 / -12.3 eV
energy relative to the best compared isomer or geometry (same formula, charge and spin) = 5.681 eV

Structure (ORCA input):
```
! wB97M-V def2-TZVPD RIJCOSX def2/J DEFGRID3
* xyz 1 1
C -3.4224 0.5992 0.7689
C -2.2001 0.4794 0.3000
C -2.2471 2.6394 -0.0273
C 0.4775 -2.5093 -0.8281
C 0.7550 -2.5246 0.7387
C 0.4915 -1.2690 -0.0186
C 1.2660 0.6831 -1.3699
C 1.4506 0.6468 1.0838
N -1.4852 1.5462 -0.0863
N 1.4453 -0.1633 -0.1365
S -3.8672 2.2809 0.4718
Br -1.5790 4.3531 -0.2733
H -4.0484 -0.1980 1.2216
H 1.1564 -2.5831 -1.7010
H -0.4117 -2.9057 -0.9939
H 0.0832 -2.9240 1.4402
H 1.7643 -2.8096 1.0016
H 2.0737 1.3313 -1.3761
H 1.3139 0.3593 -2.3858
H 0.3168 1.1070 -1.1245
H 0.3741 0.7049 1.3854
H 2.1359 0.1076 1.7133
H 1.7339 1.6262 0.6685
H 2.4230 -0.5779 -0.4726
*
```

Want to see where the charge sits? The natural (NBO) charges in e are:
1 C -0.5338
2 C 0.2771
3 C -0.0966
4 C -0.4464
5 C -0.4501
6 C 0.2550
7 C -0.4461
8 C -0.4085
9 N -0.5895
10 N -0.4049
11 S 0.5022
12 Br 0.1895
13 H 0.2829
14 H 0.2402
15 H 0.2422
16 H 0.2565
17 H 0.2266
18 H 0.2132
19 H 0.2497
20 H 0.2650
21 H 0.2615
22 H 0.2378
23 H 0.2347
24 H 0.4419


4.
ORCA calculation (ωB97M-V/def2-TZVPD) on a cluster of 2 separate species, C8H12BrNO in total in a non-equilibrium geometry.

Results
frontier orbital gap (spin up / spin down) = 8.10 / 8.81 eV
total energy = -82062.9401 eV
HOMO energy (spin up / spin down) = -7.9 / -8.4 eV
energy relative to the best compared isomer or geometry (same formula, charge and spin) = 8.456 eV

Structure (ORCA input):
```
! wB97M-V def2-TZVPD RIJCOSX def2/J DEFGRID3
* xyz 0 1
C 1.4615 2.5493 -1.8842
C -0.3253 -2.3788 1.6188
C 1.0976 1.9648 -0.7801
C -0.0238 -1.9313 0.4263
C 1.9584 -0.7899 0.7756
C -1.4001 -0.7198 -1.1807
C 1.4554 2.3844 1.5355
C -0.9474 -2.2113 -0.7726
N 1.3387 -1.6591 0.0763
O 0.7452 2.2039 0.4873
Br 3.5900 -0.0753 0.1985
H 1.7776 3.5982 -2.0270
H 1.7282 1.8601 -2.6043
H 0.3442 -2.5752 2.4501
H -1.3373 -2.8214 1.7334
H -1.1705 -0.6758 -2.2132
H -0.9238 0.1063 -0.6823
H -2.4671 -0.7336 -1.0717
H 1.3639 -0.2106 1.5924
H 1.0810 2.4489 2.6026
H 2.5723 2.5469 1.2973
H -1.8438 -2.8608 -0.4966
H -0.2839 -2.5801 -1.6590
*
```

Want to see where the charge sits? The natural (NBO) charges in e are:
1 C -0.5728
2 C -0.4441
3 C 0.2907
4 C 0.1462
5 C -0.0028
6 C -0.6118
7 C -0.0972
8 C -0.4244
9 N -0.4323
10 O -0.4170
11 Br 0.0836
12 H 0.2094
13 H 0.2247
14 H 0.2086
15 H 0.1979
16 H 0.2066
17 H 0.2169
18 H 0.2068
19 H 0.1964
20 H 0.1995
21 H 0.1628
22 H 0.2197
23 H 0.2327